[1]
# C4H6N2O

One molecule with the formula C4H6N2O at a distorted geometry (the ωB97M-V functional and the def2-TZVPD basis, OMol25).

Calculated values
Multiplicity = 1
LUMO level = 0.029 Ha
SMILES = Nc1c[nH]c(O)c1
Frontier orbital gap = 8.59 eV
Highest occupied orbital energy = -7.80 eV

Each line ends with the Mulliken charge.
Positions of all 13 atoms, in Å:
N  -2.224  0.599  -0.183  -0.67
C  -0.895  0.110  -0.115  0.45
C  -0.467  -1.127  -0.460  -0.77
N  0.901  -1.166  -0.157  0.01
C  1.302  0.037  0.268  0.47
O  2.587  0.157  0.645  -0.49
C  0.230  0.963  0.274  -0.69
H  -2.701  0.215  0.627  0.27
H  -2.219  1.608  -0.031  0.33
H  -0.964  -1.959  -0.928  0.39
H  1.510  -1.956  -0.293  0.21
H  2.700  1.028  1.051  0.34
H  0.079  1.375  -0.760  0.12

[2]
# C4H6N2O

C4H6N2O as an isolated structure at a distorted geometry (the ωB97M-V functional and the def2-TZVPD basis, OMol25).

Calculated values
Multiplicity = 1
LUMO level = 0.018 Ha
Frontier orbital gap = 8.03 eV
Highest occupied orbital energy = -7.54 eV

Each line ends with the Mulliken charge.
Positions of all 13 atoms, in Å:
C  0.697  1.337  1.232  -1.09
N  0.881  -1.417  -1.205  -0.33
C  -0.808  0.027  -0.440  0.30
C  0.229  0.200  0.407  0.40
C  -0.421  -1.342  -0.883  -0.03
O  -1.670  0.874  -1.097  -0.56
N  0.921  -1.041  0.390  -0.51
H  -2.421  1.075  -0.527  0.33
H  1.201  -2.384  -1.281  0.31
H  -1.093  -2.200  -0.930  0.28
H  1.704  1.625  0.917  0.28
H  0.756  1.054  2.286  0.32
H  0.026  2.191  1.131  0.29

[3]
# C4H6N2O

One molecule with the formula C4H6N2O at a distorted geometry (the ωB97M-V functional and the def2-TZVPD basis, OMol25).

Calculated values
Multiplicity = 1
LUMO level (spin up / spin down) = 0.015 / 0.015 Ha
SMILES = O=C1NC[C@H]2CN12
Frontier orbital gap (spin up / spin down) = 8.15 / 8.15 eV
Highest occupied orbital energy (spin up / spin down) = -7.76 / -7.76 eV

Each line ends with the Mulliken charge.
Positions of all 13 atoms, in Å:
O  1.300  2.056  0.821  -0.53
C  0.816  1.117  0.250  0.30
N  1.338  -0.147  0.211  -0.09
C  0.546  -1.116  -0.488  -0.39
C  -0.698  -0.187  -0.729  0.07
C  -1.472  0.515  0.489  -0.94
N  -0.467  1.171  -0.582  -0.35
H  2.116  -0.371  0.814  0.23
H  0.558  -2.082  0.075  0.30
H  0.915  -1.355  -1.485  0.24
H  -1.526  -0.434  -1.400  0.48
H  -2.089  -0.382  0.714  0.32
H  -1.337  1.215  1.312  0.34

[4]
# C4H6N2O

One molecule with the formula C4H6N2O (the ωB97M-V functional and the def2-TZVPD basis, OMol25).

Calculated values
Multiplicity = 1
LUMO level = -0.006 Ha
SMILES = [H]/N=C/C=C=NOC
Frontier orbital gap = 9.22 eV
Highest occupied orbital energy = -9.37 eV

Each line ends with the Mulliken charge.
Positions of all 13 atoms, in Å:
H  3.255  1.122  -0.905  0.24
N  2.408  0.934  -0.371  -0.58
C  2.080  -0.293  -0.480  0.01
C  0.957  -0.827  0.285  -0.65
C  0.180  -0.015  0.967  0.73
N  -0.687  0.636  1.553  -0.50
O  -1.893  -0.036  1.074  -0.19
C  -2.332  0.354  -0.202  -0.50
H  2.657  -1.040  -1.031  0.37
H  0.829  -1.895  0.430  0.35
H  -3.106  -0.383  -0.429  0.22
H  -2.741  1.365  -0.160  0.24
H  -1.544  0.279  -0.965  0.27

The relative energy (zero: lowest compared OMol25 entry of this formula, charge and spin) results, record by record, are as follows: 69.9, 134.2, 129.3, 122.2 kcal/mol.